A structure of composition C15H14Br27F8NO4S at a distorted geometry, computed with the ωB97M-V functional and the def2-TZVPD basis.

For the HOMO-LUMO gap, the calculation gives 7.615 eV. For the molar mass, the calculation gives 2613.7 g/mol. Its total energy is -1949171.647 eV. Its total charge is 0.

Geometry as XYZ:
```
70
Properties=species:S:1:pos:R:3:forces:R:3:lowdin_charge:R:1
Br 2.372 -6.120 5.382 -0.047 0.516 0.049 0.56
Br -0.160 0.589 3.650 -0.206 0.070 -0.392 0.56
Br -5.015 1.323 3.642 -0.280 -0.184 0.188 0.61
Br -5.312 -0.693 8.298 0.380 0.211 -0.249 0.54
Br -4.000 0.433 -1.320 -0.368 0.377 0.312 0.61
Br 8.790 -3.023 5.357 -0.438 -0.291 0.070 0.55
Br -2.270 -0.940 7.266 -0.382 0.263 0.015 0.54
Br 5.936 -3.381 6.810 0.660 -0.204 0.013 0.53
Br 7.581 -5.972 5.828 -0.099 0.495 -0.046 0.55
Br -7.869 0.964 5.095 0.443 -0.181 -0.312 0.58
Br 5.624 -3.131 1.880 0.347 -0.222 -0.300 0.55
Br 0.307 -3.666 5.701 0.446 -0.119 -0.045 0.55
Br -4.155 3.522 -0.415 -0.179 -0.501 0.063 0.58
Br 8.478 -2.772 0.427 -0.425 -0.309 0.110 0.56
Br -0.304 2.552 1.098 -0.170 -0.494 0.179 0.60
Br 2.547 6.639 -8.153 0.324 -0.241 0.383 0.57
Br 7.269 -5.722 0.898 -0.086 0.480 0.014 0.56
Br -3.594 1.966 7.698 -0.072 -0.500 -0.109 0.55
Br -6.224 -1.627 4.113 -0.017 0.535 -0.012 0.58
Br 3.298 -3.126 4.629 -0.683 -0.230 0.008 0.50
Br -10.309 1.466 0.071 -0.164 0.171 -0.368 0.53
Br -0.876 -0.599 0.741 -0.045 0.778 1.104 0.69
Br -10.068 1.478 -3.143 -0.187 0.204 0.448 0.56
Br -12.598 2.869 -1.711 0.490 -0.177 0.056 0.56
Br -6.674 1.572 0.073 0.401 0.038 -0.070 0.55
Br 3.956 4.038 -6.874 -0.016 0.369 -0.030 0.55
Br 5.145 6.973 -6.276 -0.408 -0.333 -0.149 0.57
S 0.625 2.924 -3.342 -5.634 6.181 5.286 0.93
F 0.778 0.209 -1.583 -1.629 0.191 -4.486 -0.02
F -0.929 -3.596 -3.250 -0.871 5.276 1.537 0.04
F -1.286 -1.994 -1.407 0.154 -0.978 -6.146 -0.11
F 1.690 3.956 -4.270 -1.587 -3.020 1.300 -0.25
F -0.103 -1.231 -5.004 0.525 -0.077 4.865 0.03
F 1.315 -2.049 -3.232 -4.062 2.760 -0.872 0.03
F -1.264 0.712 -2.705 4.466 -1.511 -0.636 -0.04
F -2.481 -1.813 -3.592 4.779 -0.980 2.908 0.03
O 3.603 -0.200 -2.472 2.214 -0.365 -2.564 -0.13
O 0.967 3.177 -1.855 0.246 -1.831 -5.870 -0.34
O 5.635 -1.440 -2.146 -6.255 2.999 -6.157 -0.05
O -0.811 3.535 -3.579 6.205 -3.341 -0.478 -0.30
N 0.766 1.274 -3.877 0.709 -1.200 0.942 -0.13
C 0.063 -1.266 -3.508 1.660 -1.401 -2.042 -0.07
C 4.722 -0.969 -3.038 4.134 -2.083 6.455 -0.12
C -3.908 0.108 7.216 -0.089 -0.009 -0.185 -1.61
C -0.999 0.936 1.929 -0.138 -0.009 0.082 -1.56
C 3.547 5.926 -6.644 -0.195 0.204 0.213 -1.61
C -10.708 2.429 -1.571 0.122 0.234 -0.092 -1.60
C -4.736 1.703 -0.043 0.225 -0.043 0.102 -1.59
C 2.169 -4.224 5.771 0.105 0.003 0.205 -1.59
C 7.175 -4.099 5.494 -0.095 -0.024 -0.211 -1.60
C 3.342 1.040 -3.243 1.402 0.745 -1.261 -0.14
C 0.164 0.272 -2.928 -2.014 1.203 2.391 -0.21
C 2.147 0.908 -4.357 2.480 0.522 -1.053 -0.14
C -6.630 0.246 3.779 -0.321 -0.133 -0.197 -1.57
C 6.864 -3.849 0.564 -0.013 0.068 -0.287 -1.59
C -1.180 -2.148 -2.902 -2.094 -2.326 0.041 -0.10
H 6.362 -3.798 -0.408 0.204 0.043 0.444 -0.03
H 2.901 6.009 -5.764 0.288 -0.069 -0.396 -0.03
H 6.674 -4.049 4.522 0.190 -0.020 0.389 -0.08
H -7.131 0.296 2.807 0.279 0.019 0.387 -0.07
H 4.870 -1.259 -4.162 -0.808 1.033 1.934 0.17
H 3.235 1.988 -2.529 -0.058 -2.432 -1.280 0.15
H -2.063 1.108 2.121 0.466 -0.092 -0.061 -0.06
H 2.510 -4.071 6.800 -0.125 -0.072 -0.465 -0.03
H 4.346 1.244 -3.857 -2.283 -0.196 1.095 0.15
H -4.338 1.435 0.941 -0.233 0.108 -0.453 -0.11
H -10.162 3.377 -1.527 -0.244 -0.444 -0.006 -0.02
H 2.227 -0.156 -4.871 -0.770 2.176 1.313 0.16
H -4.260 0.101 6.180 0.161 0.001 0.444 -0.10
H 2.416 1.685 -5.222 -0.711 -1.633 1.941 0.12
```
Positions in Å, forces in eV/Å.